The following is a quantum chemistry calculation of a molecular structure, C32H36GeMnN4O2S, from the OMol25 dataset.

Calculated total energy = -142495.7755 eV
2S+1 = 4
Expectation value of S² = 4.206
Gap between HOMO and LUMO (alpha / beta) = 6.166 / 7.020 eV
Energy above the lowest of the compared OMol25 structures with the same formula, charge and spin = 1.027 eV
LUMO level (alpha / beta) = -1.75 / -1.01 eV

Each line ends with the Mulliken charge.
CARTESIAN COORDINATES (ANGSTROEM)
Mn  -0.23779  -0.45728  -0.28570  0.343
C  -1.50803  2.16220  2.10995  -1.331
C  -2.49911  2.34278  0.99437  1.098
C  -3.09882  3.57943  0.77999  -1.237
C  -4.07852  3.73549  -0.18410  -0.927
C  -4.48353  2.64343  -0.93432  -0.879
C  -3.89665  1.39580  -0.76106  1.127
C  -4.36909  0.23139  -1.58472  -1.351
C  -2.88037  1.26023  0.19364  -0.879
N  -2.19596  0.02379  0.38815  1.350
C  -2.83988  -0.97386  1.01210  0.145
O  -4.01883  -1.08496  1.32358  -0.742
C  -1.84691  -2.02868  1.48483  -0.173
C  -2.07568  -3.05241  2.39175  -0.719
C  -0.97229  -3.68917  2.94831  -0.577
C  0.32505  -3.24439  2.68874  -1.350
C  0.46925  -2.20861  1.78727  -0.144
N  -0.59804  -1.74253  1.16116  1.220
C  1.64198  -1.25104  1.64147  -0.635
O  2.75500  -1.56480  2.01059  -0.625
N  1.18080  -0.03392  1.19502  2.209
C  1.87150  1.11585  1.65977  -0.592
C  2.28638  1.17323  3.00584  1.256
C  1.93114  0.13234  4.03178  -1.689
C  2.99155  2.28910  3.44636  -0.839
C  3.23772  3.37082  2.62243  -0.954
C  2.71520  3.35853  1.34148  -1.020
C  2.02082  2.25698  0.85876  0.960
C  1.39986  2.33243  -0.49587  -0.054
H  -1.96891  1.61558  2.93792  0.350
H  -1.16993  3.12629  2.49030  0.453
H  -0.63461  1.58887  1.80585  0.083
H  -2.79963  4.42294  1.39156  0.419
H  -4.53839  4.70322  -0.34019  0.407
H  -5.27123  2.75645  -1.67047  0.447
H  -5.41163  0.37616  -1.86837  0.572
H  -4.30246  -0.70317  -1.03053  0.191
H  -3.78739  0.13890  -2.50241  0.158
H  -3.09084  -3.28794  2.67830  0.595
H  -1.12524  -4.49079  3.65951  0.456
H  1.18936  -3.63531  3.20628  0.578
H  2.65583  -0.68199  4.06865  0.311
H  0.95139  -0.30969  3.82778  0.120
H  1.87766  0.60043  5.01383  0.542
H  3.32705  2.30854  4.47679  0.457
H  3.78951  4.22802  2.98525  0.399
H  2.83499  4.21943  0.69446  0.443
H  1.69261  3.24723  -1.01124  0.587
H  0.30476  2.34973  -0.42416  0.034
H  1.68915  1.49116  -1.12149  -1.083
S  -0.63649  0.63033  -2.32306  -0.559
C  -1.37207  -0.90018  -2.65209  0.620
C  -1.96672  -1.34137  -3.83538  -0.811
C  -2.46362  -2.62486  -3.87215  -0.289
C  -2.36531  -3.45208  -2.75296  -1.133
C  -1.76872  -2.95118  -1.61843  -0.313
N  -1.30607  -1.69932  -1.57808  0.773
H  -2.02732  -0.67810  -4.68668  0.526
H  -2.93234  -2.99446  -4.77508  0.425
H  -2.73903  -4.46512  -2.76832  0.458
H  -1.65188  -3.54059  -0.71765  0.379
C  3.92515  -2.23303  -2.85141  -1.422
Ge  3.04268  -0.65571  -2.07297  0.773
C  4.16790  0.09168  -0.65847  -1.197
C  2.77738  0.63349  -3.52187  -1.172
C  1.43507  -1.47701  -1.29236  -1.051
H  4.87458  -1.94444  -3.30516  0.400
H  3.30035  -2.68571  -3.62232  0.377
H  4.12671  -2.98023  -2.08328  0.392
H  5.21538  0.02423  -0.95770  0.544
H  4.03554  -0.45832  0.27410  0.243
H  3.93488  1.13878  -0.46559  0.335
H  3.76256  0.86815  -3.93007  0.425
H  2.31712  1.56056  -3.18662  0.348
H  2.16246  0.21662  -4.31922  0.343
H  1.79148  -2.13112  -0.49476  0.323
H  0.92155  -2.08721  -2.03156  0.753